Record 1
{"formula": "C11H22ClN3O", "method": "wB97M-V/def2-TZVPD", "species": ["C", "C", "Cl", "C", "C", "N", "C", "C", "C", "N", "C", "N", "H", "H", "H", "H", "H", "H", "H", "H", "H", "H", "H", "H", "H", "H", "H", "C", "C", "C", "O", "H", "H", "H", "H", "H", "H", "H"], "positions_angstrom": [[3.25350, 0.77220, -0.18444], [3.57856, -0.49986, -0.93896], [4.93086, -0.18574, -2.06222], [2.41891, -1.13082, -1.72212], [1.31344, -1.56083, -0.82809], [1.18651, -2.79749, -0.31499], [2.05319, -3.95460, -0.55011], [0.09364, -2.85007, 0.51225], [-0.48023, -1.61781, 0.47819], [0.28063, -0.84070, -0.35269], [-0.11007, 0.57208, -0.54806], [0.41696, 1.15711, -1.75142], [4.17444, 1.14795, 0.25600], [2.55459, 0.58340, 0.62886], [2.88062, 1.55184, -0.83879], [3.91848, -1.23443, -0.20941], [2.07277, -0.45856, -2.49726], [2.79649, -2.00783, -2.24267], [2.33597, -4.37071, 0.41118], [1.52452, -4.67600, -1.16223], [2.96747, -3.63107, -1.03072], [-0.23194, -3.70143, 1.07751], [-1.35461, -1.31181, 1.04000], [-1.20105, 0.57017, -0.57300], [0.15517, 1.14282, 0.33628], [0.32247, 2.15950, -1.74303], [0.02394, 0.74592, -2.58454], [-4.82392, 1.75007, 1.19143], [-3.56783, 1.99381, 2.05251], [-2.97770, 3.36162, 1.64934], [-2.65450, 1.00928, 1.84043], [-4.56358, 1.71651, 0.12962], [-5.29484, 0.80287, 1.46260], [-5.57368, 2.54400, 1.32815], [-3.93685, 2.11974, 3.09803], [-2.68243, 3.35821, 0.59515], [-2.09865, 3.59223, 2.25596], [-3.70127, 4.17842, 1.79125]], "atomic_forces_ev_per_a": [[0.355, 0.169, 0.006], [-0.307, -0.003, 0.336], [0.008, -0.153, -0.099], [0.301, -0.019, -0.223], [-0.567, 0.082, 0.141], [0.421, -0.330, 0.103], [0.051, 0.501, 0.129], [-0.489, 0.930, -0.076], [-0.037, -1.090, 0.552], [0.142, 0.194, -0.023], [-1.014, 0.576, -0.504], [0.918, -0.546, 0.176], [0.032, -0.032, 0.145], [-0.146, -0.008, -0.026], [-0.218, -0.040, -0.105], [0.286, -0.097, -0.098], [-0.132, 0.222, 0.129], [0.045, -0.085, -0.006], [-0.133, -0.176, 0.051], [0.061, -0.158, -0.033], [0.028, -0.045, -0.184], [0.228, -0.266, -0.114], [-0.025, 0.705, -0.242], [-0.097, -0.240, 0.499], [0.186, 0.017, 0.049], [-0.135, 0.041, -0.067], [-0.337, 0.291, -0.053], [-0.437, 0.319, 0.247], [0.311, -0.048, -1.180], [-0.314, 0.413, 0.284], [0.484, -0.502, 0.142], [0.141, -0.042, 0.018], [0.098, -0.054, -0.003], [0.007, -0.050, -0.024], [0.180, -0.223, 0.101], [0.008, -0.146, -0.016], [0.040, -0.103, -0.012], [0.057, -0.005, -0.021]], "homo_lumo_gap_ev": 5.03, "lumo_energy_ev": -0.26, "homo_energy_ev": -5.3}

=====

Record 2
{"formula": "C19H14Co2NO6", "method": "wB97M-V/def2-TZVPD", "species": ["C", "C", "C", "C", "C", "C", "C", "C", "C", "N", "C", "H", "H", "H", "H", "H", "H", "H", "H", "H", "H", "H", "O", "C", "Co", "C", "O", "C", "O", "C", "C", "C", "Co", "C", "O", "C", "O", "C", "O", "H", "H", "H"], "positions_angstrom": [[2.91029, -0.11006, -2.59180], [2.72403, -0.40797, -1.16071], [2.18749, -1.53882, -0.54195], [2.22776, -1.32089, 0.87381], [2.79172, -0.02085, 1.07691], [2.87089, 0.59457, 2.31725], [2.40374, -0.14081, 3.41901], [1.86850, -1.43553, 3.24714], [1.75010, -2.02692, 1.98344], [3.09032, 0.48885, -0.18779], [3.59083, 1.82534, -0.45690], [2.58419, -0.98938, -3.15548], [2.32880, 0.75628, -2.94462], [3.97108, 0.06533, -2.81756], [1.71349, -2.37385, -1.04501], [3.26989, 1.60687, 2.40603], [2.44759, 0.29514, 4.41686], [1.53743, -1.98796, 4.12924], [1.33473, -3.02711, 1.82931], [3.73053, 2.34174, 0.49508], [4.55339, 1.78831, -0.98514], [2.87290, 2.39248, -1.06633], [-1.44468, 3.83603, 0.03390], [-2.26128, 3.01708, 0.14484], [-3.47017, 1.73379, 0.22218], [-3.25679, 1.00243, 1.80633], [-3.11521, 0.54095, 2.86177], [-5.12940, 2.27394, 0.04950], [-6.22577, 2.63226, -0.08306], [-3.02808, 0.62293, -1.37778], [-1.81306, -0.01595, -1.07928], [-0.48947, 0.08107, -0.89576], [-3.20965, -1.13266, -1.00844], [-2.83916, -2.13977, 0.43433], [-2.82565, -2.92449, 1.28229], [-2.75783, -2.23980, -2.34467], [-2.57372, -2.96845, -3.22214], [-4.99280, -1.20098, -1.00894], [-6.14858, -1.17495, -1.02189], [-3.27149, 1.09265, -2.34046], [0.02438, -0.75594, -0.43412], [0.06873, 0.94509, -1.25939]], "atomic_forces_ev_per_a": [[0.010, -0.148, -0.577], [-0.646, -1.403, 1.400], [0.764, 0.742, -0.559], [0.089, 0.775, 0.016], [-0.396, -0.336, -1.017], [-0.119, -0.394, 0.608], [0.196, 0.105, -0.608], [-0.037, -0.203, -0.245], [0.382, 0.189, 0.334], [0.158, 0.397, 0.515], [-0.091, -0.154, -0.011], [0.062, 0.232, -0.035], [0.140, -0.219, 0.206], [-0.188, 0.031, -0.043], [0.245, 0.136, 0.013], [-0.168, -0.327, 0.197], [-0.017, -0.116, -0.252], [0.017, 0.201, -0.276], [0.019, 0.371, 0.281], [-0.007, -0.031, -0.244], [-0.181, 0.022, 0.128], [0.170, -0.099, 0.191], [-1.157, -0.593, 0.459], [1.340, -0.293, -1.168], [-0.151, -1.401, 0.436], [0.450, -0.480, 2.808], [-0.173, 0.446, -1.448], [-1.981, 0.155, -1.044], [1.158, -0.129, 0.359], [1.732, 3.581, -2.129], [1.745, 2.188, -0.822], [-0.901, -0.495, -0.242], [-1.914, -3.061, 2.182], [-0.500, -1.458, 1.366], [0.374, 1.201, -0.993], [-0.301, -0.223, -1.107], [0.018, 0.782, 1.146], [-1.947, 0.071, -0.308], [1.621, -0.038, 0.056], [0.171, -0.367, 0.280], [0.048, 0.362, -0.247], [-0.033, -0.017, 0.390]], "homo_lumo_gap_ev": 6.43, "lumo_energy_ev": 2.39, "charge": -1, "homo_energy_ev": -4.0, "e_above_lowest_kj_mol": 118.1}

=====

Record 3
{"formula": "C55H49AsBrF4IrN2O3P2", "method": "wB97M-V/def2-TZVPD", "species": ["Ir", "C", "C", "O", "N", "C", "C", "C", "C", "C", "C", "N", "H", "H", "H", "H", "H", "H", "H", "H", "H", "H", "F", "C", "C", "F", "C", "F", "C", "P", "C", "C", "C", "C", "C", "C", "C", "C", "C", "C", "C", "C", "C", "Br", "C", "F", "H", "H", "H", "H", "H", "H", "H", "H", "H", "H", "C", "H", "H", "C", "C", "As", "C", "C", "C", "C", "C", "C", "C", "C", "C", "C", "C", "C", "P", "C", "C", "C", "C", "C", "C", "C", "C", "C", "C", "C", "C", "H", "H", "H", "H", "H", "H", "H", "H", "H", "H", "H", "H", "H", "H", "H", "H", "H", "H", "H", "H", "H", "H", "H", "H", "C", "O", "C", "O", "H", "H", "H"], "positions_angstrom": [[0.47041, -0.65720, -1.42293], [4.74605, -0.23055, -2.15074], [3.63565, -1.02347, -1.54566], [2.54892, -1.11603, -2.14313], [3.82614, -1.62728, -0.36704], [2.66888, -2.06654, 0.42038], [2.10201, -0.85180, 1.10851], [2.68450, -0.47914, 2.27953], [2.43020, 0.83624, 2.80404], [1.53449, 1.62925, 2.21386], [0.72589, 1.13118, 1.05056], [1.16916, -0.12289, 0.42634], [4.82127, -0.47107, -3.21013], [5.70250, -0.39023, -1.65716], [4.46131, 0.82049, -2.06735], [4.65259, -1.37064, 0.15112], [2.98883, -2.81526, 1.14068], [1.96548, -2.53578, -0.26369], [3.40012, -1.13744, 2.75068], [3.00311, 1.20226, 3.64694], [1.37278, 2.65039, 2.53576], [0.68959, 1.90716, 0.28250], [-3.40117, -5.00948, -7.22048], [-2.60026, -4.45056, -6.33075], [-1.23649, -4.67277, -6.37835], [-0.72167, -5.46385, -7.30775], [-0.41883, -4.07414, -5.43521], [0.87439, -4.39910, -5.49788], [-0.89398, -3.22051, -4.44187], [0.38481, -2.38472, -3.36556], [1.09031, -3.84994, -2.54472], [0.15826, -4.67199, -1.90636], [0.57375, -5.77226, -1.17402], [1.92610, -6.05926, -1.06112], [2.85861, -5.23564, -1.67294], [2.44723, -4.13088, -2.40455], [1.39865, -1.73815, -4.75194], [0.85154, -0.61910, -5.37223], [1.50678, -0.00787, -6.43116], [2.72342, -0.50101, -6.87258], [3.26774, -1.62574, -6.26757], [2.60831, -2.24519, -5.21822], [-2.27921, -3.07172, -4.38215], [-3.14216, -2.12750, -3.00625], [-3.11562, -3.66230, -5.31599], [-4.43371, -3.50280, -5.25731], [-0.90172, -4.45314, -1.98409], [-0.16017, -6.40804, -0.69672], [2.25205, -6.92221, -0.49597], [3.91549, -5.44768, -1.57704], [3.18942, -3.48758, -2.84607], [-0.09498, -0.22165, -5.02836], [1.06460, 0.85665, -6.90902], [3.24064, -0.02169, -7.69300], [4.20561, -2.03243, -6.62279], [3.03325, -3.14215, -4.79689], [-1.49070, -0.28567, -0.97150], [-1.98667, -0.05233, -1.91831], [-1.92029, -1.24088, -0.64576], [-1.68088, 2.09896, 2.69485], [-1.69598, 3.53780, 2.18477], [-1.58874, 4.95492, 3.57609], [-2.59456, 4.12420, 5.02202], [-3.77714, 3.43827, 4.75961], [-4.56774, 2.96456, 5.79656], [-4.19367, 3.18902, 7.11284], [-3.03751, 3.90596, 7.38582], [-2.24770, 4.37712, 6.34789], [0.24668, 4.50288, 4.08583], [1.25771, 5.20101, 3.42803], [2.59295, 4.91466, 3.67325], [2.93377, 3.93588, 4.59574], [1.93587, 3.23974, 5.26208], [0.59990, 3.51763, 5.00526], [-1.03364, 0.84144, 1.55700], [-2.01327, 0.82961, -0.00921], [-3.45043, 0.56050, 0.34231], [-4.46623, 1.36397, -0.06193], [-4.22545, 2.54175, -0.80105], [-2.89705, 2.91658, -1.07902], [-1.83930, 2.16618, -0.67608], [-1.07559, -0.69458, 2.50397], [-0.51604, -0.64445, 3.78450], [-0.44886, -1.78522, 4.56696], [-0.94641, -2.98788, 4.09015], [-1.50610, -3.04776, 2.82237], [-1.56610, -1.91112, 2.03207], [-2.68313, 1.74563, 2.94843], [-1.08134, 2.02325, 3.60505], [-2.56911, 3.74526, 1.56961], [-0.82282, 3.73848, 1.55827], [-4.10663, 3.28585, 3.73646], [-5.48277, 2.43062, 5.57529], [-4.80990, 2.82265, 7.92300], [-2.75349, 4.10816, 8.41028], [-1.35649, 4.94899, 6.57858], [1.00141, 5.97858, 2.71621], [3.36667, 5.46575, 3.15482], [3.97482, 3.72127, 4.79950], [2.19625, 2.47912, 5.98766], [-0.16679, 2.95783, 5.52699], [-3.66548, -0.34608, 0.89639], [-5.48517, 1.09199, 0.18384], [-5.04942, 3.14764, -1.14758], [-2.71157, 3.83913, -1.61565], [-0.83412, 2.48036, -0.92532], [-0.10661, 0.27780, 4.17267], [-0.00533, -1.73018, 5.55194], [-0.90144, -3.87618, 4.70610], [-1.90321, -3.98069, 2.44529], [-2.00586, -1.99041, 1.04889], [0.20625, 2.60011, -3.94216], [0.08397, 1.30800, -3.32491], [0.83409, 1.09133, -2.22421], [1.59587, 1.92926, -1.79580], [-0.48301, 3.29475, -3.46148], [-0.07179, 2.46449, -4.98394], [1.22449, 2.96921, -3.85744]], "atomic_forces_ev_per_a": [[0.722, -0.903, 0.087], [0.078, -0.084, -0.015], [-0.072, -0.154, 0.144], [0.056, 0.275, -0.005], [-0.072, 0.157, -0.105], [-0.020, 0.078, -0.080], [-0.045, -0.053, 0.023], [-0.079, -0.157, -0.043], [-0.090, 0.008, 0.004], [0.093, -0.032, -0.016], [-0.059, -0.132, -0.091], [0.086, 0.518, 0.129], [-0.005, 0.002, 0.000], [0.006, -0.002, -0.008], [-0.002, 0.002, -0.007], [0.011, -0.042, 0.010], [0.056, 0.059, 0.030], [-0.013, -0.138, 0.041], [-0.007, -0.022, 0.011], [0.006, -0.008, -0.038], [0.022, -0.017, -0.057], [-0.020, 0.007, 0.061], [-0.039, -0.032, -0.038], [0.101, 0.044, 0.090], [-0.077, 0.083, 0.084], [0.024, -0.028, -0.034], [-0.002, -0.150, 0.000], [0.016, 0.030, -0.003], [0.043, -0.141, 0.186], [-0.446, 0.866, -0.407], [0.019, 0.077, 0.093], [0.007, 0.007, -0.027], [-0.027, -0.004, 0.021], [0.007, -0.029, 0.024], [0.005, 0.032, 0.004], [-0.036, -0.045, 0.035], [0.171, -0.027, 0.161], [-0.083, -0.050, -0.082], [-0.033, 0.013, 0.008], [0.037, -0.027, 0.002], [0.015, 0.037, -0.015], [-0.009, 0.029, 0.075], [-0.133, 0.072, -0.012], [0.015, -0.039, -0.096], [0.073, -0.048, -0.060], [-0.025, 0.010, 0.011], [-0.011, -0.015, -0.029], [-0.002, 0.002, 0.008], [0.001, -0.003, 0.003], [0.003, -0.010, -0.019], [0.033, 0.034, -0.026], [0.027, -0.031, -0.010], [-0.006, -0.001, -0.011], [0.000, 0.000, -0.006], [-0.001, -0.006, -0.003], [0.005, -0.033, 0.016], [-0.013, -0.001, -0.232], [0.041, 0.013, 0.101], [0.010, 0.086, -0.026], [-0.014, -0.013, -0.097], [-0.030, 0.017, -0.044], [0.144, 0.014, -0.060], [-0.057, 0.100, -0.001], [-0.021, -0.007, -0.064], [-0.024, -0.007, 0.009], [-0.006, 0.002, 0.010], [-0.009, -0.006, 0.020], [0.029, -0.026, -0.015], [-0.053, 0.006, 0.141], [-0.021, 0.022, -0.003], [0.025, 0.015, 0.000], [0.009, 0.012, 0.021], [-0.018, 0.040, 0.029], [0.013, -0.010, -0.023], [-0.042, 0.042, -0.043], [0.013, -0.145, 0.243], [-0.001, 0.010, -0.035], [0.000, -0.032, 0.047], [-0.021, 0.018, -0.015], [0.063, 0.030, 0.022], [-0.026, -0.022, -0.026], [0.040, 0.029, 0.023], [0.014, 0.010, -0.014], [-0.006, -0.006, 0.013], [0.004, -0.001, -0.018], [0.012, 0.001, 0.037], [-0.050, -0.006, -0.116], [0.046, 0.040, 0.064], [0.015, -0.063, -0.048], [-0.028, -0.127, -0.014], [-0.028, 0.085, 0.004], [0.017, -0.005, 0.018], [-0.005, -0.005, 0.000], [-0.002, -0.002, 0.003], [0.003, -0.004, 0.005], [0.015, -0.008, -0.008], [-0.003, 0.012, 0.020], [0.001, -0.003, -0.005], [0.009, 0.004, 0.000], [0.001, -0.011, 0.001], [-0.018, 0.037, 0.060], [-0.005, -0.006, -0.009], [-0.003, -0.016, -0.009], [-0.006, 0.022, 0.023], [0.008, -0.011, -0.029], [-0.019, 0.016, -0.002], [0.015, 0.016, -0.009], [-0.004, -0.001, 0.007], [0.002, -0.003, 0.001], [0.002, -0.007, -0.003], [0.016, 0.026, 0.058], [0.022, -0.061, 0.025], [-0.059, 0.016, 0.111], [-0.327, 0.150, -0.158], [-0.001, -0.305, 0.015], [0.028, 0.028, 0.001], [-0.025, 0.013, 0.004], [-0.001, 0.010, -0.028]], "homo_lumo_gap_ev": [6.81, 6.10], "spin_multiplicity": 2, "lumo_energy_ev": [-2.25, -2.98], "charge": 1, "homo_energy_ev": [-9.1, -9.1], "e_above_lowest_kj_mol": 342.8, "s2": 0.789}

=====

Record 4
{"formula": "H24O12", "method": "wB97M-V/def2-TZVPD", "species": ["O", "H", "H", "O", "H", "H", "O", "H", "H", "O", "H", "H", "O", "H", "H", "O", "H", "H", "O", "H", "H", "O", "H", "H", "O", "H", "H", "O", "H", "H", "O", "H", "H", "O", "H", "H"], "positions_angstrom": [[1.33493, -1.76235, -2.28244], [1.42163, -2.05989, -1.37303], [2.23581, -1.61345, -2.57724], [2.74713, 0.44124, 0.84651], [3.25549, 0.41220, 0.03296], [3.10466, -0.27322, 1.37907], [1.88392, 2.72338, -1.03831], [2.35725, 1.89866, -0.92912], [2.18610, 3.06527, -1.88263], [-1.54722, 2.10795, -1.47505], [-0.81228, 1.95124, -2.07101], [-1.39743, 1.50225, -0.74408], [-0.73077, 3.91403, 0.77541], [-1.40175, 3.67867, 1.41985], [-0.71132, 3.16912, 0.16743], [1.75022, 1.85495, 3.06965], [2.15211, 1.32645, 2.37554], [1.64784, 2.72640, 2.68023], [-1.17088, -2.54123, -0.10722], [-0.25750, -2.77423, 0.12392], [-1.59402, -3.38130, -0.30223], [-3.91800, -1.62846, 0.04876], [-3.92741, -0.78921, -0.41653], [-2.99521, -1.77075, 0.27170], [-2.48321, 1.13398, 1.92835], [-1.60688, 0.85908, 1.64203], [-2.50284, 0.94211, 2.86777], [-1.59490, -1.84282, -2.67892], [-1.62642, -1.83081, -1.71567], [-0.77706, -2.29619, -2.88729], [1.46201, -2.80796, 0.32869], [1.88819, -3.63329, 0.08146], [1.65877, -2.70395, 1.26317], [-0.26982, 0.29267, 0.38831], [0.68715, 0.35909, 0.33534], [-0.44831, -0.64965, 0.45462]], "atomic_forces_ev_per_a": [[0.123, 0.014, -0.157], [-0.030, 0.157, 0.136], [0.080, -0.010, -0.195], [-0.103, -0.283, -0.239], [0.257, -0.027, -0.047], [0.134, -0.141, 0.094], [-0.083, -0.010, 0.057], [-0.013, -0.019, -0.029], [-0.019, 0.153, -0.140], [-0.204, 0.326, -0.007], [0.105, -0.109, -0.058], [0.067, -0.382, -0.035], [0.314, 0.190, 0.360], [-0.168, -0.109, 0.046], [-0.119, 0.090, -0.351], [0.014, -0.175, 0.383], [-0.079, 0.356, -0.096], [-0.151, 0.142, -0.132], [0.106, -0.233, 0.628], [-0.072, 0.003, -0.092], [-0.306, -0.096, -0.071], [-0.148, -0.228, -0.008], [-0.043, 0.176, -0.035], [0.074, 0.139, 0.131], [-0.196, 0.093, 0.036], [0.310, 0.059, -0.100], [-0.082, 0.017, 0.128], [-0.509, 0.051, -0.388], [0.136, 0.067, -0.251], [0.261, 0.128, -0.011], [0.374, -0.151, 0.248], [0.055, -0.255, -0.097], [-0.009, 0.115, 0.234], [-0.040, -0.179, 0.158], [0.249, 0.242, 0.104], [-0.288, -0.112, -0.202]], "homo_lumo_gap_ev": 8.86, "smiles": "O.O.O.O.O.O.O.O.O.O.O.O", "lumo_energy_ev": -1.25, "homo_energy_ev": -10.1, "e_above_lowest_kj_mol": 201.9}

=====

The calculated total energy results, record by record, are as follows: -30801.35760; -108957.11833; -230113.05456; -24959.60138 eV.
The max |F| results, record by record, are as follows: 1.3; 4.5; 1.2; 0.7 eV/A.
The molar mass results, record by record, are as follows: 247.770; 470.188; 1270.991; 216.180 g mol⁻¹.